92
Properties=species:S:1:pos:R:3 method="wB97M-V/def2-TZVPD" charge=+1 multiplicity=2 energy_ev=-57650.240 s2=0.767 homo_lumo_gap_ev="6.9 / 2.6"
N 1.4904 1.8902 3.9387
C 0.1916 1.5343 3.9445
C -0.3247 0.3282 4.3590
C 0.5721 -0.6673 4.6532
C 1.9693 -0.3517 4.7173
C 2.4086 0.9478 4.3219
H -0.4638 2.3130 3.5832
H -1.3994 0.2210 4.3504
H 0.3734 -1.7008 4.8955
H 2.6512 -1.0951 5.1031
H 3.4629 1.1667 4.2385
N 2.7456 -1.7860 -5.3807
C 1.6521 -2.5393 -5.1385
C 0.8799 -2.5693 -4.0032
C 1.2994 -1.7262 -2.9676
C 2.3631 -0.7945 -3.2652
C 3.1072 -0.8547 -4.4507
H 1.2612 -3.2108 -5.8886
H 0.0777 -3.2352 -3.7216
H 0.9553 -1.6499 -1.9467
H 2.6771 -0.1031 -2.4973
H 3.9419 -0.2016 -4.6585
N -0.2695 3.2969 -2.1242
C -0.6072 2.8910 -3.3954
C -1.0637 3.7424 -4.3871
C -0.8882 5.1265 -4.2239
C -0.4942 5.6170 -2.9772
C -0.2022 4.6445 -1.9829
H -0.6765 1.8303 -3.5867
H -1.3768 3.3836 -5.3564
H -1.1823 5.8499 -4.9699
H -0.3153 6.6601 -2.7622
H 0.1494 4.8486 -0.9823
N -1.7160 -3.4562 4.0609
C -2.5960 -2.3797 4.1098
C -2.8559 -1.5048 3.0229
C -2.2105 -1.7201 1.8131
C -1.2961 -2.7872 1.7250
C -0.9992 -3.5939 2.8646
H -3.1762 -2.3616 5.0206
H -3.5316 -0.6623 3.0188
H -2.4933 -1.1539 0.9380
H -0.8715 -3.0445 0.7659
H -0.2960 -4.4075 2.7647
C -3.7066 1.8319 0.8214
O -2.6506 2.4596 1.5487
H -3.6277 2.0097 -0.2511
H -3.8214 0.7658 1.0174
H -4.6605 2.2795 1.1005
H -2.3923 3.3119 1.1904
C 3.1301 2.9425 -2.3309
O 4.3634 2.2407 -2.6255
H 2.3849 2.7231 -3.0955
H 2.7329 2.5752 -1.3847
H 3.2912 4.0193 -2.2803
H 4.9088 2.3218 -1.8397
C 0.3316 0.6603 0.4933
O 0.3283 0.6977 -0.9042
H -0.5824 0.7952 1.0717
H 0.8393 -0.2528 0.8041
H 0.9877 1.4911 0.7526
H 0.0407 1.5359 -1.2735
C 2.6796 4.3962 1.6065
O 3.0594 3.8640 2.8752
H 1.6940 4.0671 1.2773
H 2.6574 5.4859 1.5975
H 3.4495 4.0956 0.8958
H 2.3266 3.3914 3.2768
F 1.1977 -6.6182 0.5140
C 1.5912 -5.4860 1.1915
C 1.5090 -4.2483 0.5671
C 1.9496 -3.0808 1.1670
C 2.5028 -3.1860 2.4309
C 2.5625 -4.4362 3.1294
C 2.1085 -5.6001 2.4584
H 1.1489 -4.2258 -0.4508
H 1.9703 -2.1435 0.6308
H 2.8621 -2.2934 2.9215
H 2.9203 -4.4995 4.1465
H 2.0893 -6.6024 2.8602
F -1.5545 -2.6770 -1.5643
C -2.6377 -1.9050 -1.7806
C -3.8812 -2.4601 -1.4722
C -5.0695 -1.7287 -1.6994
C -4.9026 -0.4208 -2.1416
C -3.6523 0.1530 -2.4544
C -2.4851 -0.5574 -2.1970
H -3.9290 -3.4283 -0.9961
H -6.0717 -2.0119 -1.4134
H -5.8517 0.0750 -2.2827
H -3.5382 1.1062 -2.9492
H -1.5256 -0.1673 -2.5029


97
Properties=species:S:1:pos:R:3 method="wB97M-V/def2-TZVPD" charge=+2 multiplicity=4 relative_energy_ev=0.590 energy_ev=-106719.451 s2=3.772 homo_lumo_gap_ev="8.2 / 7.9"
Re 0.2157 0.2775 -0.5603
C 3.4115 -0.4679 -3.0897
Si 3.4248 0.7794 -1.6861
C 5.2151 0.8227 -1.1366
C 3.0278 2.4256 -2.4813
C 2.2679 0.3024 -0.1841
Si 2.8225 1.3920 1.3085
C 3.1526 3.1616 0.8286
C 1.5157 1.4955 2.6498
C 4.3118 0.6257 2.1466
Si 2.4994 -1.5299 0.2464
C 1.6161 -2.0020 1.8285
C 4.1736 -2.3370 0.2106
C 1.5345 -2.2513 -1.2386
C 1.6749 -3.5129 -1.7947
C 1.0280 -3.8299 -2.9807
C 0.2396 -2.8698 -3.5967
C 0.1015 -1.6383 -2.9923
N 0.7325 -1.3427 -1.8465
H 4.2108 -0.1294 -3.7576
H 2.4943 -0.4656 -3.6797
H 3.6490 -1.4959 -2.8127
H 5.7891 1.0225 -2.0471
H 5.5691 -0.1294 -0.7386
H 5.4675 1.6070 -0.4243
H 3.9327 2.7659 -2.9940
H 2.7209 3.2092 -1.7945
H 2.2507 2.3092 -3.2419
H 3.3730 3.7005 1.7558
H 2.2702 3.6273 0.3818
H 3.9966 3.3127 0.1563
H 0.9099 0.6007 2.7906
H 0.8556 2.3466 2.4826
H 2.0334 1.6956 3.5931
H 5.1729 0.4592 1.5045
H 4.0698 -0.3148 2.6491
H 4.6178 1.3254 2.9310
H 2.1314 -1.5868 2.6976
H 1.6141 -3.0899 1.9397
H 0.5786 -1.6624 1.8672
H 4.8521 -1.9151 0.9528
H 4.6486 -2.2676 -0.7684
H 4.0479 -3.3970 0.4510
H 2.3164 -4.2384 -1.3107
H 1.1513 -4.8077 -3.4293
H -0.2639 -3.0648 -4.5329
H -0.5145 -0.8651 -3.4283
O -0.9627 1.2599 0.8346
S -1.5048 2.7218 0.9627
C -3.2378 2.5582 0.4525
C -3.9491 1.3219 0.9949
C -3.7640 0.0671 0.1212
C -3.5651 -1.2174 0.9357
S -2.1255 -2.2137 0.4745
O -1.1215 -1.1435 0.0267
C -2.6147 -3.0494 -0.9945
C -2.3743 -4.4183 -1.0022
C -2.7053 -5.1556 -2.1323
C -3.2619 -4.5186 -3.2299
C -3.4898 -3.1432 -3.2144
C -3.1664 -2.3976 -2.0968
C -1.7164 2.9511 2.7043
C -1.8620 4.2659 3.1283
C -2.0630 4.5110 4.4785
C -2.0932 3.4532 5.3770
C -1.9236 2.1457 4.9364
C -1.7347 1.8830 3.5892
H -3.2166 2.5914 -0.6401
H -3.6910 3.4891 0.8008
H -5.0079 1.5655 1.0823
H -3.6093 1.1350 2.0151
H -2.9015 0.2145 -0.5251
H -4.6256 -0.0551 -0.5351
H -4.4088 -1.9087 0.8949
H -3.3776 -0.9973 1.9886
H -1.9449 -4.9038 -0.1335
H -2.5372 -6.2240 -2.1473
H -3.5298 -5.0942 -4.1064
H -3.9304 -2.6585 -4.0758
H -3.3381 -1.3309 -2.0894
H -1.8090 5.0892 2.4241
H -2.1796 5.5277 4.8280
H -2.2370 3.6491 6.4312
H -1.9316 1.3299 5.6469
H -1.5709 0.8743 3.2337
F -3.3806 4.9535 -4.0177
C -2.4702 4.2378 -3.3828
C -1.3734 4.8566 -2.7933
F -1.2454 6.1686 -2.8663
C -0.4225 4.1074 -2.1248
F 0.6064 4.7177 -1.5490
C -0.5285 2.7195 -2.0204
O 0.4290 2.0339 -1.3755
C -1.6393 2.1393 -2.6107
F -1.7982 0.7911 -2.4972
C -2.6016 2.8654 -3.2870
F -3.6447 2.2378 -3.8210


91
Properties=species:S:1:pos:R:3 method="wB97M-V/def2-TZVPD" charge=+4 relative_energy_ev=0.000 energy_ev=-89790.136 homo_lumo_gap_ev=6.4
Ti 0.2278 0.1609 0.4348
C 2.7802 2.9539 0.9732
N 2.0504 2.0740 0.0205
P 2.5338 0.4802 -0.4532
C 4.1073 0.1211 0.3100
C 4.3048 -1.0787 1.0016
C 5.5670 -1.4201 1.4568
C 6.6435 -0.5759 1.2144
C 6.4628 0.6097 0.5113
C 5.2051 0.9571 0.0531
C 2.5363 0.2366 -2.2107
C 3.6363 0.5059 -3.0293
C 3.5300 0.2884 -4.3917
C 2.3404 -0.1920 -4.9331
C 1.2491 -0.4778 -4.1202
C 1.3551 -0.2716 -2.7566
P 0.4560 2.4965 -0.4949
C 0.5007 2.9542 -2.2161
C 1.7024 3.3662 -2.7973
C 1.7085 3.8249 -4.1043
C 0.5244 3.8733 -4.8299
C -0.6746 3.4706 -4.2511
C -0.6912 3.0170 -2.9443
C -0.1625 3.8404 0.4995
C 0.0906 5.1489 0.0662
C -0.3763 6.2223 0.8050
C -1.1163 5.9998 1.9602
C -1.3886 4.7027 2.3859
C -0.9145 3.6242 1.6609
H 3.5171 2.3745 1.5201
H 2.0723 3.4100 1.6603
H 3.2882 3.7444 0.4195
H 3.4878 -1.7658 1.1691
H 5.7191 -2.3498 1.9880
H 7.6307 -0.8487 1.5637
H 7.3066 1.2572 0.3146
H 5.0845 1.8768 -0.5086
H 4.5675 0.8634 -2.6082
H 4.3757 0.4792 -5.0385
H 2.2738 -0.3645 -5.9995
H 0.3425 -0.8753 -4.5569
H 0.5328 -0.5373 -2.0924
H 2.6289 3.3373 -2.2362
H 2.6335 4.1571 -4.5564
H 0.5325 4.2414 -5.8473
H -1.5952 3.5291 -4.8158
H -1.6384 2.7495 -2.4906
H 0.6380 5.3262 -0.8522
H -0.1783 7.2331 0.4751
H -1.4937 6.8423 2.5247
H -1.9812 4.5437 3.2768
H -1.1294 2.6157 1.9998
C -2.6822 0.9826 -0.5655
O -1.6172 -0.0200 -0.4000
C -1.9262 -1.2521 -1.1404
C -1.3191 -2.3669 -0.3341
O -0.0462 -1.8515 0.1445
C 0.7591 -2.8993 0.7661
H -3.5837 0.6112 -0.0777
H -2.8724 1.1173 -1.6282
H -2.3420 1.9089 -0.1102
H -1.4913 -1.1580 -2.1348
H -3.0063 -1.3533 -1.2298
H -1.1455 -3.2548 -0.9426
H -1.9225 -2.6288 0.5368
H 1.0650 -3.6117 0.0024
H 0.1692 -3.3862 1.5418
H 1.6253 -2.4143 1.2026
C -3.1656 0.1461 4.9197
C -3.3281 -0.5577 3.5893
N -2.1710 -0.2231 2.7347
C -0.9450 0.0050 3.2258
N 0.0612 0.3006 2.3118
C 1.3731 0.6634 2.9096
C 1.6823 -0.2350 4.0903
C 0.6137 -0.0155 5.1329
N -0.7247 -0.0674 4.5197
C -1.8236 -0.2277 5.5062
H -3.9524 -0.1598 5.6078
H -3.2472 1.2268 4.7898
H -4.2268 -0.2383 3.0666
H -3.3744 -1.6404 3.7169
H -2.3488 0.0925 1.7975
H 1.3430 1.7171 3.1969
H 2.1515 0.5393 2.1477
H 2.6600 0.0054 4.5065
H 1.7106 -1.2792 3.7686
H 0.7249 0.9573 5.6171
H 0.6456 -0.7787 5.9102
H -1.5681 0.4104 6.3520
H -1.8066 -1.2643 5.8491


151
Properties=species:S:1:pos:R:3 method="wB97M-V/def2-TZVPD" charge=+1 energy_ev=-757413.574 homo_lumo_gap_ev=5.1
C 5.5596 -0.9715 -1.7462
C 4.7783 -0.0629 -2.9125
C 5.5186 1.4045 -2.9399
C 4.6732 2.6134 -2.2193
C 4.6019 2.5276 -0.5821
C 3.4338 1.4429 -0.1730
C 2.5221 1.9312 1.1416
C 0.9378 1.4725 1.0263
C 0.6136 -0.0186 1.5643
O 1.6153 -0.9296 2.1287
C 2.1173 -1.7270 0.9818
N 2.4746 -2.3759 -0.0840
C -0.9614 -0.3363 1.3328
S -1.7331 -1.9719 1.8191
O -0.6280 -2.9705 2.3428
O -2.7490 -1.8282 2.9829
F -2.4177 -2.7784 0.4268
C -1.7883 0.8665 0.7000
C -3.4250 0.5627 0.5045
C -4.1439 1.0945 1.8694
N -5.5628 0.6727 2.0959
C -6.5960 1.5703 1.4815
C -6.5512 1.7207 -0.1462
C -5.8233 -0.7955 1.9211
C -6.2134 -1.5875 0.5400
O -5.7764 -1.5585 3.0490
N -1.3884 2.1933 0.2481
N -0.0664 2.3452 0.4408
P 0.5046 3.9691 -0.1624
O -0.7076 4.7902 -0.8428
O 1.0130 5.0173 1.1802
O 1.7129 3.8395 -1.4217
H 5.9885 -1.9689 -2.2359
H 6.4111 -0.3381 -1.2293
H 4.8375 -1.3216 -0.8888
H 4.8203 -0.6515 -3.9244
H 3.6528 -0.0126 -2.5508
H 6.6485 1.3743 -2.5582
H 5.6046 1.7053 -4.0921
H 5.2437 3.6273 -2.4870
H 3.6214 2.6538 -2.7514
H 5.6277 2.1094 -0.1383
H 4.3201 3.5829 -0.1330
H 3.8389 0.3674 0.0638
H 2.6804 1.4094 -1.0934
H 2.6942 3.0463 1.4353
H 2.9823 1.2987 2.0457
H -3.8190 1.2317 -0.4024
H -3.6485 -0.5437 0.2027
H -4.1419 2.2870 1.8117
H -3.5413 0.8475 2.8694
H -6.5830 2.6676 1.9452
H -7.6650 1.1299 1.7785
H -7.6487 1.7169 -0.6119
H -5.9533 0.8909 -0.7147
H -6.0907 2.7682 -0.4739
H -5.6152 -1.2574 -0.4104
H -7.3859 -1.5615 0.3346
H -5.9642 -2.7407 0.7168
H 0.2537 5.0037 1.8576
H 1.4142 4.2935 -2.2668
C 3.8457 6.8182 -1.9696
Cl 5.4258 6.3003 -1.3576
Cl 3.3050 5.7518 -3.2773
Cl 2.6521 6.8521 -0.6606
H 3.9464 7.8303 -2.3700
C 4.6647 2.3052 -7.5644
Cl 5.2345 0.9470 -6.5794
Cl 3.7423 3.4484 -6.5736
Cl 6.0287 3.1207 -8.3480
H 4.0047 1.9133 -8.3425
C -2.1543 -4.3989 5.1308
Cl -0.5742 -4.9168 5.7428
Cl -2.6950 -5.4653 3.8231
Cl -3.3479 -4.3651 6.4398
H -2.0536 -3.3869 4.7304
C -2.2742 -0.8618 7.5134
Cl -2.3303 0.8355 8.0189
Cl -1.4448 -1.0200 5.9556
Cl -1.4757 -1.8522 8.7467
H -3.3001 -1.2200 7.3953
C 1.6647 2.4716 -10.5272
Cl 2.2345 1.1134 -9.5422
Cl 0.7423 3.6148 -9.5364
Cl 3.0287 3.2871 -11.3108
H 1.0047 2.0797 -11.3053
C -2.9799 -8.5778 1.5192
Cl -3.1358 -7.0203 0.6890
Cl -4.4824 -8.9852 2.3654
Cl -2.5473 -9.8550 0.3698
H -2.1796 -8.4950 2.2591
C 2.6457 -4.3251 8.5781
Cl 4.2258 -4.8431 9.1902
Cl 2.1050 -5.3915 7.2705
Cl 1.4521 -4.2913 9.8872
H 2.7464 -3.3131 8.1777
C 10.2018 3.1945 -9.0995
Cl 9.6166 2.5903 -7.5400
Cl 8.8435 3.5223 -10.1891
Cl 11.1836 4.6520 -8.8732
H 10.8294 2.4236 -9.5538
C 1.1031 3.4671 4.7873
Cl 2.8594 3.3406 4.5899
Cl 0.6378 5.1351 5.1625
Cl 0.2708 2.9021 3.3288
H 0.8038 2.8298 5.6233
C -6.9194 -4.9317 3.1251
Cl -7.5859 -5.0334 1.4865
Cl -8.1969 -5.1587 4.3317
Cl -5.6326 -6.1291 3.3487
H -6.4903 -3.9356 3.2611
C -4.7477 -2.5513 11.5379
Cl -4.2829 -0.9182 12.0444
Cl -6.5060 -2.7527 11.6240
Cl -4.1628 -2.8844 9.8988
H -4.2852 -3.2684 12.2209
C -1.1653 -12.3059 3.0699
Cl -0.9901 -10.5452 3.1631
Cl -0.1081 -13.0998 4.2496
Cl -2.8532 -12.7778 3.3305
H -0.8680 -12.6290 2.0689
C -2.7883 1.6076 -9.8987
Cl -1.3507 1.0457 -10.7688
Cl -2.5983 1.3560 -8.1551
Cl -3.1002 3.3160 -10.2504
H -3.6471 1.0236 -10.2393
C 0.2328 6.9185 -6.0548
Cl 0.8026 5.5603 -5.0698
Cl -0.6896 8.0618 -5.0640
Cl 1.5968 7.7340 -6.8384
H -0.4272 6.5266 -6.8329
C 3.5675 -6.1715 0.4118
Cl 4.8400 -6.7317 1.5101
Cl 4.1934 -6.0177 -1.2387
Cl 2.1815 -7.2747 0.4512
H 3.2330 -5.1862 0.7464
C 0.9035 -5.8497 -3.9055
Cl 2.2748 -5.6515 -5.0099
Cl 1.0555 -4.7535 -2.5218
Cl -0.6256 -5.5699 -4.7559
H 0.9072 -6.8772 -3.5329
C -0.7061 8.0981 7.8720
Cl -0.7622 9.7954 8.3775
Cl 0.1232 7.9400 6.3142
Cl 0.0924 7.1077 9.1053
H -1.7320 7.7400 7.7539
C -3.0083 4.3491 -5.2504
Cl -2.0375 3.1544 -4.3730
Cl -2.1991 4.8259 -6.7529
Cl -4.6248 3.7084 -5.5906
H -3.1149 5.2359 -4.6204